Entry from the OMol25 dataset: a structure of composition C21H23ClN2O5S2SiW at a distorted geometry (ωB97M-V/def2-TZVPD).

Geometry as XYZ:
```
56
C21H23ClN2O5S2SiW (ωB97M-V/def2-TZVPD)
W -1.71533 0.07481 -0.33717
Cl -3.10602 2.54688 0.05445
S 1.08714 0.60438 3.69004
S -1.17722 -0.36260 2.09813
Si -0.53827 -4.93694 -0.69801
O -1.68356 1.98034 0.49116
O -3.01565 3.97435 0.13767
O -3.11440 2.09371 -1.34518
O -3.32586 -0.22171 0.08232
O -1.34521 0.24320 -2.15436
N 1.05397 0.79661 1.07690
N 0.47684 0.58817 -0.17310
C -0.29364 0.16293 -2.99448
C -2.17481 -5.82106 -0.59515
C 1.80582 0.02150 -4.77901
C 2.56403 1.60867 -0.87237
C 1.27726 0.88544 -1.15021
C -1.26602 5.28798 3.90632
C 0.36586 0.40214 2.08756
C 0.51519 -0.27034 -5.20333
C 1.77388 2.29122 3.51123
C 0.28588 -5.24309 -2.34221
C 0.72262 3.35122 3.65237
C -0.96381 4.76173 2.65860
C -1.15755 -1.94345 -0.51634
C 0.98762 0.48376 -2.54080
C 0.02687 3.79834 2.53401
C -0.88310 -3.12677 -0.57934
C -0.57979 4.84251 5.02827
C 0.40659 3.87671 4.90112
C 0.56592 -5.41762 0.72204
C -0.53683 -0.19481 -4.31062
C 2.03059 0.40413 -3.47037
H 2.63456 -0.04763 -5.46989
H -2.84633 -5.49067 -1.38936
H 1.22091 -4.68535 -2.42076
H 0.07322 -5.21782 1.67520
H 3.04216 0.60879 -3.15242
H 0.93580 3.52336 5.77890
H 0.25134 3.38269 1.55835
H 2.93121 2.09997 -1.76758
H 1.50241 -4.85773 0.70582
H 2.26451 2.32695 2.54143
H -0.36417 -4.92266 -3.15856
H 2.39559 2.35036 -0.09699
H 2.52677 2.35669 4.29592
H -1.49869 5.09385 1.77805
H 3.32551 0.92378 -0.49509
H -2.04330 -6.90150 -0.68726
H -1.55461 -0.41299 -4.60339
H 0.33197 -0.55853 -6.22968
H -0.81551 5.24653 6.00437
H -2.03502 6.04301 4.00557
H 0.80566 -6.48260 0.68081
H 0.50972 -6.30278 -2.48331
H -2.66271 -5.61808 0.35974
```

Results
- total charge = 0
- LUMO energy (Eh) = -0.0620
- ΔE to the lowest compared entry with this formula, charge and spin (eV) = 0.149
- multiplicity = 1

***

Entry from the OMol25 dataset: a cluster of 2 separate species, C5H16N2S in total at a distorted geometry (ωB97M-V/def2-TZVPD).

Geometry as XYZ:
```
24
C5H16N2S (ωB97M-V/def2-TZVPD)
S -1.68157 -0.53932 -0.69111
N -0.09192 3.03761 2.02213
N 0.04606 -0.67319 1.86773
C -0.32702 0.65413 2.39244
C 0.43004 1.72897 1.63933
C -0.42998 -0.07579 -1.92584
C 0.62063 -2.37773 -2.06901
C -0.00294 -1.22406 -2.84405
H -0.81797 -0.66875 0.45579
H -1.04530 3.10997 1.69285
H 1.48298 1.66785 1.91035
H -0.14347 0.73229 3.46357
H -1.40601 0.78934 2.21678
H 0.46839 0.33726 -1.45455
H 1.02477 -3.15147 -2.72766
H -0.12116 -2.84827 -1.42146
H -0.84168 0.76112 -2.50355
H 1.05197 -0.72391 1.76597
H 0.32005 1.50299 0.56799
H -0.25394 -1.40375 2.49811
H 0.73394 -0.85040 -3.56482
H 1.43297 -1.99406 -1.44375
H 0.42684 3.77495 1.55881
H -0.87566 -1.56579 -3.40605
```

Results
- total charge = 0
- LUMO energy (Eh) = 0.0313
- ΔE to the lowest compared entry with this formula, charge and spin (eV) = 0.125
- multiplicity = 1

***

Entry from the OMol25 dataset: a cluster of 14 separate species, C56H110F6N14O20S6 in total at a distorted geometry (ωB97M-V/def2-TZVPD).

Geometry as XYZ:
```
212
C56H110F6N14O20S6 (ωB97M-V/def2-TZVPD)
S 7.77142 -4.54739 -0.26384
S 7.95447 -2.23770 -0.36265
S -2.07256 -1.77836 4.70101
S -3.04004 0.26439 3.98437
S -0.78460 -4.30646 -5.48229
S -1.98685 -2.48311 -4.73575
F -0.60305 -5.93023 -5.26351
F 6.57149 -5.43568 -0.93869
F -3.36119 -2.12445 -3.94239
F 8.35774 -1.22969 -1.50577
F -2.62845 1.85963 3.91649
F -0.53695 -2.26873 4.89369
O 5.61914 2.79381 1.17222
O 1.88129 -4.06942 1.16972
O 6.76489 -1.55171 0.14436
O 2.86046 -3.34961 7.38874
O 4.14642 2.46089 2.83971
O -3.65774 0.02151 2.67965
O 2.13721 2.46892 -1.81090
O 1.64017 -6.24487 1.23184
O -2.58350 -1.99724 6.05164
O -2.66636 -2.65960 3.70313
O -3.94456 0.14306 5.09966
O 4.57629 -1.88258 7.30983
O -0.95517 -4.20896 -6.91105
O 7.17654 -4.36527 1.05118
O -2.25373 -1.81064 -5.96422
O 9.22218 -2.17150 0.35711
O -1.06915 -1.77766 -3.79631
O -0.00204 2.81821 -1.68172
O 8.92656 -5.43884 -0.34096
O 0.49058 -3.78395 -4.92694
N -2.44093 -6.08839 0.54023
N 6.95445 1.30226 -2.44044
N 3.25808 5.29071 -0.47816
N 5.15302 0.67587 -3.71958
N -1.36703 -4.87731 -0.93563
N -3.59890 2.85537 -4.03326
N -1.64135 -0.20091 4.17893
N 3.91317 7.02940 -1.77770
N -6.77634 -2.46567 0.33392
N 7.74213 -3.32705 -1.37726
N -0.52283 1.47821 7.52646
N 1.00377 2.32404 6.09992
N 0.84956 -0.38241 1.27483
N -1.99197 -4.16846 -4.60693
C 6.47569 1.13976 -3.74269
C 2.52362 4.43372 0.44647
C 2.54838 8.86170 -2.79069
C -0.31022 -4.14641 -1.55818
C 8.27175 1.87555 -2.07448
C 3.15924 6.61793 -0.67141
C -6.56414 -2.25100 -1.16850
C 0.99116 3.02194 7.29714
C 4.59012 5.90966 -2.23191
C -6.45395 -3.64298 -1.70557
C -4.28719 4.18042 -1.83629
C -2.57579 -5.21749 -1.55356
C 4.13186 4.80766 -1.48569
C -1.74172 0.82286 7.93082
C 2.50852 -1.34098 6.27869
C 3.95693 8.37218 -2.33675
C 4.84544 0.67413 -2.36402
C -1.35460 -5.36964 0.31994
C 4.23729 0.51906 -4.85454
C -2.19259 1.82384 -5.67616
C -1.12560 -0.39300 -0.50247
C 1.74209 2.61481 4.88095
C -3.23752 -5.90176 -0.53529
C 1.99066 -0.80267 0.31663
C -7.55233 -1.25440 0.90739
C 1.31180 -1.10856 2.62377
C 5.97656 0.96661 -1.60282
C -1.91973 3.26399 -5.64812
C -4.78358 3.36273 -4.97534
C 0.77055 1.15931 1.46632
C -5.44779 -2.71905 1.07314
C 3.91539 -5.36426 0.86501
C -7.56665 -3.81150 0.41573
C 2.80711 -1.04619 2.57075
C -3.88256 2.82017 -2.53064
C 0.76551 1.00670 -3.12205
C 5.19769 2.19421 2.16814
C 0.08200 2.51792 8.21003
C -7.52176 -4.37862 -0.95054
C 0.94843 2.23542 -2.10478
C -2.50467 -0.99846 -0.80342
C 0.07778 1.37833 6.27674
C 3.24135 -0.66911 1.17004
C -2.75585 -6.72757 1.82109
C 5.01036 0.06082 -6.09912
C -2.31442 3.71373 -4.32400
C -7.36908 1.22108 1.62849
C 3.40939 -2.30473 7.00582
C -4.13483 4.05261 -0.34594
C -0.56163 -0.85119 0.83744
C 0.91682 3.54372 3.96868
C -6.88097 0.12650 0.67933
C -3.12528 1.48712 -4.50506
C 2.36491 -5.25414 1.01611
C -3.55657 -5.78434 2.73108
C 5.94096 0.83557 2.46136
H 8.94902 1.07374 -1.78036
H 4.22037 -5.51873 -0.17000
H 1.17570 3.61757 2.91245
H 3.86402 1.50817 -5.11994
H 4.29383 -0.41339 -6.76980
H -1.24896 -0.72091 1.67333
H -7.00317 0.37138 -0.37576
H 1.84123 1.62704 4.43085
H 1.24474 1.18424 -4.08481
H -5.26259 4.50037 -2.20280
H -1.58691 3.42210 -3.56652
H -0.88648 3.49562 -5.90665
H -8.54037 -1.37226 0.46244
H 2.28730 4.97555 1.36226
H -7.49982 -1.86487 -1.57285
H 2.74417 2.98630 5.09528
H 1.25028 0.09461 -2.77391
H -0.25271 0.73733 5.47282
H -0.30153 2.88612 9.15010
H 6.85122 0.97194 3.04526
H 5.36785 0.04266 2.94193
H -3.19171 -0.36596 -0.24124
H 4.60367 8.34646 -3.21377
H -3.58563 4.91504 -2.23157
H -0.44087 -0.83079 -1.22882
H -7.93355 -1.52454 1.89218
H -2.66290 4.74246 -4.23251
H -2.52343 -2.03181 -0.45709
H 5.69932 -0.76761 -5.93436
H -8.58268 -3.63256 0.76756
H 0.59454 1.54486 0.46210
H 2.04887 -0.23713 -0.61337
H -7.33502 -5.44954 -1.03013
H -5.42892 -3.99926 -1.60330
H -0.27880 -4.32579 -2.63287
H -5.79374 0.13322 0.75652
H 5.24647 5.96065 -3.08806
H -7.10291 -4.41917 1.19278
H 1.60982 3.90682 7.32246
H -5.73724 3.00613 -4.58612
H 4.46115 -4.50609 1.25718
H -4.51398 -5.38927 2.39141
H -4.72111 -1.91679 0.94506
H -2.79951 -0.90399 -1.84852
H 8.23399 2.55321 -1.22157
H -0.09966 3.15477 4.02872
H -4.28758 4.97032 0.22201
H 0.86062 4.58699 4.27937
H -2.86140 -4.95372 2.85326
H 1.59170 4.23140 -0.08143
H -0.13426 1.28160 2.06171
H -6.68703 -3.58790 -2.76894
H 5.63022 0.78979 -6.62110
H 2.06898 -1.86745 5.43150
H 1.63503 1.55257 2.00121
H -6.67081 2.05805 1.62702
H 0.90492 -0.56600 3.47711
H -2.65807 1.51246 -6.61128
H -2.76658 -4.84854 -2.55050
H 3.80725 0.49349 -2.12751
H 3.46364 -0.17219 -4.52027
H 4.29212 3.75664 -1.67560
H -5.72197 -1.60482 -1.41611
H -3.12065 3.78680 -0.04783
H -3.01474 2.27359 -2.16156
H -0.28688 0.74942 -3.24199
H -2.58256 0.93373 -3.73870
H -2.42959 1.52872 8.39632
H -0.41136 -1.92158 0.69677
H -8.43852 -4.30470 -1.53550
H 2.62854 7.33232 -0.05953
H -2.51654 3.72962 -6.43240
H -8.35529 1.62799 1.40513
H -4.73934 3.24533 0.06755
H -4.75369 3.04837 -6.01860
H -1.84190 -7.11175 2.27406
H -0.40141 -3.06329 -1.47679
H 7.12890 1.43463 -4.55062
H -0.50817 -5.23676 0.97743
H 6.20686 0.38624 1.50454
H -3.31076 -7.63523 1.58376
H -3.71656 -6.29249 3.68201
H 2.60565 9.76449 -3.39878
H 3.42822 0.39667 1.03856
H 6.17550 0.96415 -0.54131
H 3.07209 3.50745 0.61769
H 1.82713 8.89791 -1.97424
H 3.03014 -0.43570 5.96807
H 1.66551 -1.07770 6.91753
H 2.12001 8.30487 -3.62409
H 0.94346 -2.13035 2.53231
H -2.18048 0.38846 7.03255
H -1.46770 -0.00811 8.58083
H -7.39890 0.81765 2.64065
H -4.72423 2.13764 -2.41297
H 4.45374 9.06657 -1.65917
H -3.97968 0.86298 -4.76685
H -1.29190 1.24297 -5.47757
H 8.67844 2.28990 -2.99699
H -4.96443 -3.57508 0.60233
H -1.19612 0.69265 -0.56954
H 1.82106 -1.86521 0.14242
H -5.67694 -2.74805 2.13839
H -4.71258 4.43270 -4.77980
H -4.24589 -6.28747 -0.50669
H 4.26310 -6.26051 1.37876
H 3.07366 -0.17258 3.16561
H 0.61317 -4.54616 -1.13910
H 4.01036 -1.28695 0.70634
H 3.30705 -1.99083 2.78481
```

Results
- total charge = +1
- LUMO energy (spin up / spin down) (Eh) = -0.0919 / -0.1546
- multiplicity = 2

***

Entry from the OMol25 dataset: a structure of composition C44H54BF3IN9OPPbS4 at a distorted geometry (ωB97M-V/def2-TZVPD).

Geometry as XYZ:
```
119
C44H54BF3IN9OPPbS4 (ωB97M-V/def2-TZVPD)
Pb -0.02506 0.79145 0.31388
I -4.22551 0.24039 -4.36430
S -2.19279 1.50377 2.06931
S -1.17693 -1.85679 0.25375
S -2.75813 -3.04144 -1.56813
S 1.58450 0.46706 2.54251
P 2.87138 0.62234 -1.89595
F 1.03950 3.93323 0.49712
F 0.85824 3.26315 -1.55680
F -0.90406 3.86364 -0.44858
O -0.97988 0.59024 -2.05669
N 2.80562 -0.98483 0.12195
N -4.20816 -0.37061 1.82314
N -0.51243 0.01764 4.18779
N -2.42728 -1.08196 2.89516
N -0.95422 -2.89732 -3.71412
N 0.80528 -3.53471 1.30831
N -0.08482 -2.12221 2.74658
N 0.49748 1.91586 4.64223
N -2.35647 2.33395 -2.51437
C -1.14722 0.58675 5.26777
C 1.97518 3.16426 6.12496
C 0.94578 -2.77741 3.37464
C 1.31215 -3.79959 -1.12091
C -1.77428 1.16531 -2.80444
C 1.25721 -0.46077 -5.43078
C -3.33523 -2.11335 2.84489
C 5.11148 4.48888 -0.86405
C -4.42462 -1.68355 2.18373
C 0.27242 3.17405 -0.32724
C -0.15811 -2.56954 1.47235
C -0.35117 -5.30337 0.06775
C 6.02445 -2.54417 -0.98220
C 1.32976 3.16150 4.73543
C 4.35853 3.82307 0.09137
C -2.96531 -0.01264 2.25852
C 1.22080 1.94744 -5.36704
C 1.49150 -3.64751 2.50470
C 2.14746 0.70883 -3.53451
C 4.91141 -2.29794 -0.18920
C -6.47770 -0.35598 0.87941
C 3.67703 2.66636 -0.25104
C 0.38013 4.34824 4.55075
C 4.21119 -0.59565 -1.76383
C -5.17219 0.42577 1.00628
C 4.51445 2.83926 -2.50822
C 2.06847 -5.50456 0.52074
C 0.49227 0.83872 3.81331
C 5.33476 -0.83115 -2.54132
C -1.70339 -2.95360 -2.82885
C -0.53589 1.74776 5.54741
C 0.94676 0.75509 -6.02400
C -5.48638 1.76549 1.67795
C 1.84999 -0.48800 -4.18058
C 3.74257 2.18323 -1.55280
C 4.02553 -1.32530 -0.60385
C -4.56604 0.61347 -0.38511
C 0.95338 -4.51649 0.18488
C 1.82708 1.93087 -4.12118
C 2.43594 3.27319 3.69280
C 1.85340 -0.19877 -0.76053
C 6.22695 -1.82057 -2.15118
C -2.11615 0.55002 -4.14185
C 5.19530 3.99412 -2.15883
B -1.09026 -1.30530 3.62717
H 2.03596 3.29203 2.68279
H 4.74291 -2.84689 0.73034
H 5.63272 5.40047 -0.60326
H 1.23408 3.20557 6.92249
H -1.99234 0.11824 5.74036
H -6.29080 2.25790 1.13156
H 3.15810 2.46617 3.78068
H -4.62948 2.42753 1.68530
H 6.74079 -3.29790 -0.68574
H -0.75481 2.46301 6.31706
H 0.48748 0.77424 -7.00431
H 3.07525 2.14536 0.48733
H -7.18478 0.24532 0.31161
H -1.32156 -2.00872 4.57184
H 2.38050 -3.56852 -1.15058
H -1.80814 1.20400 -4.95264
H 5.50964 -0.26126 -3.44460
H 2.18252 -6.17535 -0.32896
H 4.28697 4.20627 1.10093
H 3.02830 -0.49702 0.99577
H -4.39426 -0.35684 -0.85574
H 2.30894 -1.83469 0.40321
H -2.98824 2.77873 -3.15735
H -0.23435 -6.09510 -0.67159
H 5.78912 4.51247 -2.90019
H -6.33775 -1.29323 0.33974
H 0.94153 5.27945 4.61691
H 2.62468 4.03319 6.22139
H 2.07717 -1.43147 -3.70004
H -6.91727 -0.55783 1.85760
H 2.95319 4.21761 3.86814
H -5.81419 1.60545 2.70683
H 2.04599 2.85495 -3.60298
H 0.97045 2.89422 -5.82899
H -1.17157 -4.67088 -0.25041
H -3.61874 1.14450 -0.32484
H 7.09520 -2.02801 -2.76224
H 2.57795 2.26504 6.25893
H -0.40269 4.37201 5.30791
H -0.60969 -5.75718 1.02708
H -5.24964 1.18652 -1.01186
H 4.56932 2.45448 -3.51983
H 0.73936 -2.88666 -1.27206
H 1.02612 -1.38890 -5.93286
H 2.29086 -4.34694 2.65750
H -3.13104 -3.06971 3.29301
H -2.11075 2.83143 -1.67143
H 1.82441 -6.11184 1.39340
H 1.20078 -2.57291 4.39954
H -1.63715 -0.41828 -4.23159
H -5.32181 -2.22173 1.94677
H -0.08976 4.30021 3.56717
H 1.09332 -4.45731 -1.96201
H 3.02865 -5.00897 0.67937
```

Results
- total charge = +1
- LUMO energy (spin up / spin down) (Eh) = -0.1422 / -0.1381
- ΔE to the lowest compared entry with this formula, charge and spin (eV) = 0.845
- multiplicity = 1

***

Entry from the OMol25 dataset: a cluster of 2 separate species, C2HNO3S in total at a distorted geometry (ωB97M-V/def2-TZVPD).

Geometry as XYZ:
```
8
C2HNO3S (ωB97M-V/def2-TZVPD)
S 0.82471 1.65684 0.74413
O 0.10080 2.61273 -1.81414
O -1.02352 -1.59480 1.20539
O 0.64513 -2.91852 0.49727
N 0.12623 0.61342 -0.54100
C 0.24920 1.90394 -0.86357
C -0.20295 -2.33304 0.93765
H -0.71960 0.05943 -0.16573
```

Results
- total charge = 0
- LUMO energy (Eh) = -0.0057
- ΔE to the lowest compared entry with this formula, charge and spin (eV) = 1.262
- multiplicity = 1

***

Summary of electronic energy in Ha
-2912.72686; -707.77984; -7458.82897; -5026.10828; -755.44183
(order as listed above)